{"formula": "C31H23N3ORuS5SbSe", "method": "ωB97M-V/def2-TZVPD", "elements": ["C", "C", "H", "S", "H", "C", "S", "H", "Ru", "C", "C", "C", "C", "C", "H", "C", "Se", "C", "C", "C", "C", "H", "N", "H", "Sb", "C", "C", "C", "C", "C", "H", "C", "C", "H", "H", "C", "C", "S", "H", "N", "H", "H", "H", "C", "S", "H", "H", "H", "H", "C", "S", "C", "C", "H", "N", "H", "H", "O", "C", "H", "H", "C", "C", "C", "C", "H"], "positions_angstrom": [[-6.2762, -1.7160, 2.6263], [3.7646, 0.3429, -3.0839], [0.7973, -0.0910, -4.0935], [-2.1248, 1.6513, 1.8057], [-2.2981, 2.8534, -3.8996], [2.3517, 1.8663, 0.3184], [-3.9006, -0.4553, -2.3173], [3.6305, 1.2523, -2.5077], [-2.0684, -0.2325, 0.3012], [4.6734, 0.3290, -4.1323], [4.3099, 2.1878, 1.6848], [-0.2581, 2.1444, 3.7504], [-0.5801, 1.3881, -1.3824], [-3.8543, -3.0479, 3.1070], [-7.2179, -1.2097, 2.4470], [-3.9000, -1.8764, 2.2667], [-1.4454, -2.6728, 2.3864], [3.2094, -1.9393, -3.5264], [1.6893, 0.7916, 4.0615], [4.8509, -0.8258, -4.8858], [0.8884, 1.8779, 4.4440], [-5.0153, -4.4039, 4.3026], [0.1699, 0.3442, 2.2942], [1.4335, 2.2691, -0.0904], [1.5644, -0.8525, -1.1339], [0.1781, 0.5674, -3.4960], [-0.7366, 1.3980, -4.1334], [3.9309, 0.0923, 0.5696], [-6.2458, -2.8595, 3.4392], [3.1266, 2.6711, 1.1460], [-2.1650, 2.8212, -1.4152], [-2.7307, -1.7369, -2.4724], [4.1153, -1.9609, -4.5826], [2.7947, 3.6769, 1.3759], [4.2590, -0.9212, 0.3549], [-3.6499, 0.2385, -0.6849], [0.2720, 0.5548, -2.1083], [-4.7723, 1.4651, -0.4398], [-0.8221, 1.3623, -5.2131], [-2.6604, -3.6342, 3.3009], [-0.5513, 1.4008, -0.2942], [-5.1418, -0.3417, 1.4197], [2.6338, -2.8325, -3.3047], [3.0179, -0.7910, -2.7611], [-2.6632, -2.5533, -3.9327], [5.2416, 1.2220, -4.3673], [2.5991, 0.5308, 4.5813], [4.2405, -2.8636, -5.1693], [-7.1659, -3.2288, 3.8802], [4.7153, 0.8932, 1.3888], [-1.7553, -2.0710, -1.1233], [-0.6716, 1.3607, 2.6444], [-5.1237, -1.2233, 2.0448], [5.5573, -0.8369, -5.7078], [-2.7067, -1.4844, 1.7704], [1.8274, -0.8009, 2.5969], [-0.9099, 2.9612, 4.0269], [-0.0719, -0.4225, 1.2251], [-5.0576, -3.5179, 3.6797], [5.6384, 0.5031, 1.8027], [4.9099, 2.8129, 2.3357], [-1.4855, 2.2285, -2.0156], [2.7378, 0.5620, 0.0196], [1.2927, 0.0511, 2.9871], [-1.5627, 2.2354, -3.3999], [1.1678, 2.4959, 5.2884]], "forces_ev_per_a": [[-0.007, -0.004, 0.002], [-0.003, -0.007, 0.005], [0.007, 0.007, -0.005], [-0.008, -0.045, 0.033], [-0.001, -0.001, 0.003], [0.005, 0.008, -0.002], [-0.067, 0.053, 0.096], [0.006, 0.001, -0.001], [0.561, 0.364, 0.260], [-0.003, -0.003, -0.002], [0.000, 0.000, 0.001], [0.012, 0.003, 0.011], [-0.089, -0.095, -0.009], [0.002, 0.000, 0.014], [0.003, 0.006, -0.004], [0.057, 0.067, 0.067], [-0.011, -0.013, 0.037], [0.001, 0.006, -0.004], [0.013, -0.001, 0.000], [0.006, 0.006, -0.001], [-0.014, 0.001, -0.009], [-0.003, 0.000, 0.001], [0.022, 0.007, 0.008], [-0.003, -0.006, -0.001], [0.034, 0.016, 0.051], [0.014, -0.013, 0.015], [-0.004, -0.007, 0.000], [-0.008, -0.001, -0.005], [-0.012, 0.007, 0.000], [0.000, -0.003, -0.001], [0.001, 0.000, 0.000], [0.088, -0.022, 0.026], [-0.009, -0.005, -0.003], [0.001, 0.000, 0.002], [-0.001, -0.002, 0.005], [-0.321, -0.186, -0.363], [0.003, 0.039, -0.005], [0.061, 0.057, 0.034], [0.001, 0.003, -0.001], [-0.014, -0.006, 0.033], [0.036, 0.027, 0.012], [-0.006, -0.002, 0.010], [0.005, -0.005, -0.001], [-0.001, 0.006, -0.018], [-0.026, -0.003, 0.006], [0.000, 0.000, 0.001], [0.000, 0.000, 0.000], [0.000, 0.001, 0.000], [0.004, -0.006, 0.003], [0.002, -0.006, 0.004], [-0.047, 0.004, -0.130], [-0.034, -0.005, -0.018], [-0.005, -0.021, -0.014], [0.000, 0.000, 0.000], [-0.132, -0.159, -0.120], [-0.003, -0.002, 0.003], [0.000, 0.000, 0.001], [-0.077, -0.027, -0.003], [0.011, 0.003, -0.007], [0.001, 0.002, 0.000], [-0.001, 0.001, 0.000], [-0.018, -0.018, 0.012], [-0.022, -0.014, -0.003], [-0.001, -0.002, -0.010], [-0.009, 0.000, -0.010], [0.002, 0.000, 0.000]], "gap_ev": [4.2, 5.6], "mol_weight_g_mol": 915.67, "homo_energy_ev": [-0.2, -1.6], "spin_multiplicity": 2, "charge": -2}

---

{"formula": "C31H24F5N5NaO6PTe", "method": "ωB97M-V/def2-TZVPD", "elements": ["O", "H", "C", "C", "O", "C", "Na", "H", "H", "F", "C", "C", "H", "Te", "N", "F", "C", "H", "P", "C", "F", "H", "C", "O", "C", "C", "H", "C", "H", "H", "C", "H", "C", "C", "H", "O", "H", "H", "C", "O", "H", "N", "C", "C", "H", "H", "C", "H", "N", "C", "N", "C", "C", "C", "H", "C", "C", "C", "H", "C", "H", "H", "N", "C", "O", "F", "C", "C", "H", "F", "C", "H", "C", "H"], "positions_angstrom": [[-0.9626, 3.3259, 5.1236], [4.6735, -1.0739, -2.9331], [2.3698, 2.2068, 2.0895], [-1.3649, 2.3408, -5.9146], [2.9167, -3.2671, -0.5782], [-2.9266, -0.4768, 2.8743], [-0.4831, 1.9811, 3.2111], [-1.6131, 0.3084, 5.6486], [0.7567, -0.0871, -4.8788], [-0.3244, 4.2051, 7.6669], [2.9620, -0.1182, 1.1911], [2.0430, 0.7173, 1.8255], [-0.4857, -1.2983, 2.2088], [0.1679, 2.8784, 6.4232], [-2.8442, 0.0859, 0.4463], [1.5988, 3.9583, 5.9164], [2.3268, 1.4265, -1.1619], [-1.8680, 0.3707, 0.3429], [0.0132, 0.2953, -2.0293], [-3.5314, -0.2997, 1.5484], [0.7852, 1.3421, 5.5196], [-2.1853, -1.0337, -3.3967], [-1.4456, 2.1005, -3.5243], [3.3115, 2.6689, 1.4169], [-1.8770, 2.7291, -4.6862], [2.6083, -1.4143, 0.8514], [-2.8888, -3.3899, -3.5095], [2.6464, -0.4763, -2.6157], [5.6108, 0.7358, -1.5417], [1.6716, 2.0742, -0.5929], [-1.5843, -1.7984, -2.9177], [-3.1620, -2.5573, 3.0140], [4.5400, 0.6717, -1.6876], [-1.9787, -3.1244, -2.9854], [3.9334, 0.2676, 0.9204], [-0.6835, 0.9697, -0.8953], [0.5852, -4.5079, -1.2264], [2.2431, -1.3024, -3.1882], [1.7960, 0.4103, -1.9507], [1.6438, 2.7957, 2.9256], [1.0340, -2.8607, 0.9941], [-2.4603, 0.4492, 3.6834], [0.3496, -2.4381, -1.6297], [-0.5032, 1.0809, -3.5889], [-1.6985, 2.8316, -6.8209], [1.2657, -2.2216, -1.0929], [-1.2057, -4.1096, -2.3793], [-3.4232, 0.3796, -1.5839], [-2.8482, -1.7052, 3.4431], [-0.4168, 1.3259, -5.9833], [0.8242, 0.2884, 2.1702], [3.5181, -2.3173, -0.0101], [-4.9235, -0.3105, -0.0691], [-2.2822, -1.5522, 4.6836], [-2.6092, 3.5250, -4.6286], [-0.0435, -3.7676, -1.7054], [0.5058, -0.9786, 1.8984], [0.0126, 0.6992, -4.8249], [-0.0102, 1.0272, -6.9416], [4.0159, -0.3464, -2.4763], [-1.8214, 2.3975, -2.5526], [-1.5149, -5.1468, -2.4372], [-4.7926, -0.5639, 1.2717], [1.3456, -1.8541, 1.2403], [4.7159, -1.9991, -0.0797], [1.3591, 2.3192, 7.7621], [3.7022, 1.5606, -1.0345], [-3.7287, 0.0965, -0.5920], [4.0850, 2.3041, -0.3484], [-1.0301, 1.7323, 7.3472], [-2.0454, -0.2172, 4.8142], [-2.0891, -2.3842, 5.3366], [-0.4161, -1.4469, -2.2386], [-5.8654, -0.4375, -0.5774]], "forces_ev_per_a": [[-0.041, -0.051, -0.019], [-0.017, -0.016, 0.036], [-0.113, 0.043, 0.197], [-0.004, -0.002, -0.001], [0.185, -0.020, 0.084], [-0.153, 0.040, 0.066], [0.278, 0.263, 0.362], [0.010, -0.005, -0.003], [0.001, -0.003, 0.007], [0.009, 0.007, -0.029], [0.044, -0.157, 0.267], [-0.027, -0.023, 0.100], [0.008, -0.007, 0.022], [-0.123, -0.010, 0.120], [-0.207, 0.159, 0.184], [0.032, -0.055, -0.031], [-0.093, 0.060, -0.272], [0.081, -0.039, -0.080], [0.293, -0.086, -0.105], [0.088, -0.066, -0.110], [0.101, 0.054, 0.066], [-0.005, -0.001, -0.012], [0.007, 0.004, -0.004], [-0.062, 0.129, 0.555], [0.006, 0.004, -0.002], [0.072, -0.026, 0.097], [-0.002, -0.004, -0.001], [0.056, -0.024, -0.056], [0.002, -0.019, 0.003], [0.020, 0.018, -0.065], [-0.003, -0.013, -0.012], [-0.011, 0.013, -0.017], [-0.108, 0.063, -0.159], [-0.018, 0.014, -0.017], [-0.066, -0.136, 0.197], [-0.087, 0.099, 0.062], [0.015, -0.008, -0.035], [0.010, -0.014, 0.003], [-0.082, 0.124, 0.010], [-0.124, -0.122, -0.385], [0.002, 0.011, 0.079], [0.234, -0.125, -0.305], [-0.099, 0.131, -0.068], [-0.043, 0.005, 0.020], [0.000, 0.001, -0.003], [-0.129, -0.069, -0.283], [0.019, -0.020, 0.026], [-0.003, 0.016, 0.013], [-0.050, -0.004, 0.025], [0.001, 0.004, 0.004], [-0.009, -0.088, -0.032], [0.079, -0.052, 0.185], [-0.001, -0.036, 0.002], [0.003, -0.001, 0.020], [-0.001, 0.002, -0.002], [-0.048, 0.033, -0.020], [-0.020, 0.017, -0.005], [0.003, -0.018, 0.001], [0.001, -0.002, -0.001], [-0.022, 0.021, -0.099], [-0.005, -0.004, 0.003], [-0.006, -0.005, -0.004], [-0.032, -0.075, 0.006], [0.057, 0.037, 0.087], [0.013, -0.076, 0.055], [-0.025, -0.002, 0.024], [0.276, 0.164, -0.576], [0.028, -0.014, 0.024], [-0.050, -0.069, -0.199], [-0.001, 0.006, -0.023], [-0.051, 0.042, 0.038], [-0.004, 0.003, 0.005], [-0.083, -0.019, -0.021], [-0.003, 0.004, 0.001]], "gap_ev": 7.2, "mol_weight_g_mol": 839.12, "homo_energy_ev": -3.5, "charge": -2}

---

| no. | electronic energy (eV) | F_max (eV/Å) |
| --- | --- | --- |
| 1 | -167680.4151 | 0.717 |
| 2 | -86866.3458 | 0.659 |